1.
{
  "formula": "C24H23N8RbS3",
  "method": "ωB97M-V/def2-TZVPD",
  "elements": ["Rb", "N", "C", "S", "N", "N", "C", "C", "C", "C", "C", "C", "C", "C", "C", "C", "C", "C", "N", "H", "H", "H", "H", "H", "H", "H", "H", "H", "H", "H", "C", "C", "N", "C", "C", "S", "C", "C", "S", "C", "N", "C", "H", "H", "H", "H", "H", "H", "H", "H", "N", "C", "C", "N", "C", "H", "H", "H", "H"],
  "xyz": [[-1.0665, 0.4165, 0.5107], [1.2289, -0.4024, 4.9730], [0.6572, -0.5134, 3.7317], [-0.9667, -0.0698, 3.6209], [1.4862, -0.9676, 2.8163], [1.1249, -0.9752, 1.5307], [1.9609, -1.5632, 0.7279], [3.2087, -2.1961, 1.2269], [4.2586, -1.4370, 1.7292], [5.3932, -2.0622, 2.2139], [5.4828, -3.4444, 2.2162], [4.4352, -4.2033, 1.7210], [3.3036, -3.5830, 1.2270], [1.6974, -1.6665, -0.6859], [2.7718, -1.9189, -1.5609], [2.5334, -2.0248, -2.9092], [1.2258, -1.9091, -3.3708], [0.2274, -1.6707, -2.4396], [0.4433, -1.5312, -1.1440], [0.6015, -0.3871, 5.7589], [2.1102, -0.8763, 5.0955], [4.1826, -0.3585, 1.7332], [6.2160, -1.4679, 2.5852], [6.3679, -3.9301, 2.6021], [4.5021, -5.2814, 1.7136], [2.4777, -4.1681, 0.8454], [3.7695, -2.0121, -1.1636], [3.3491, -2.1956, -3.5969], [0.9984, -1.9986, -4.4212], [-0.8103, -1.5936, -2.7503], [-4.8573, -0.6938, 1.1088], [-4.7260, -0.1695, -0.2682], [-3.6452, 0.2523, -0.8118], [-3.8164, 0.6650, -2.1017], [-5.1045, 0.5500, -2.5518], [-6.1259, -0.0872, -1.3289], [-2.6793, 1.1293, -2.8760], [-2.6769, 1.3952, -4.2209], [-1.1119, 1.8677, -4.7437], [-0.5560, 1.6892, -3.0905], [-1.4691, 1.3130, -2.2763], [0.8588, 1.9459, -2.7405], [-3.8908, -0.6573, 1.6154], [-5.2178, -1.7232, 1.0908], [-5.5801, -0.0991, 1.6669], [-5.5059, 0.7834, -3.5168], [-3.4906, 1.3505, -4.9150], [1.3833, 2.3734, -3.5913], [1.3407, 1.0054, -2.4680], [0.9180, 2.6279, -1.8905], [-1.7551, 4.9935, 2.2997], [-2.4999, 5.2393, 1.1823], [-2.3153, 4.1570, 0.3741], [-1.4776, 3.2677, 0.9711], [-1.1628, 3.7915, 2.1251], [-1.6779, 5.5980, 3.1008], [-3.0731, 6.1340, 1.0600], [-2.7308, 3.9629, -0.5933], [-0.5249, 3.3300, 2.8531]],
  "orbital_gap_ev": 6.74,
  "charge": 0
}

=====

2.
{
  "formula": "C24H23NPSTl",
  "method": "ωB97M-V/def2-TZVPD",
  "elements": ["Tl", "C", "C", "C", "C", "C", "C", "C", "P", "C", "C", "C", "C", "C", "C", "C", "C", "C", "C", "C", "C", "C", "C", "H", "H", "H", "H", "H", "H", "H", "H", "H", "H", "H", "H", "H", "H", "H", "H", "H", "H", "H", "H", "S", "C", "C", "N", "C", "H", "H", "H"],
  "xyz": [[0.4188, 2.3698, 1.7487], [-0.8859, -3.1639, 0.1840], [-1.7653, -2.2776, -0.6566], [-2.8228, -2.8776, -1.3395], [-3.6690, -2.1603, -2.1688], [-3.4628, -0.8028, -2.3452], [-2.4234, -0.1879, -1.6686], [-1.5711, -0.8955, -0.8172], [-0.2849, 0.1659, -0.0248], [-0.1673, -0.6219, 1.6510], [-1.3894, -0.5096, 2.3302], [-1.5306, -0.9109, 3.6444], [-0.4253, -1.4105, 4.3159], [0.7851, -1.5286, 3.6573], [0.9456, -1.1438, 2.3251], [2.2931, -1.3153, 1.6802], [1.1977, -0.1828, -1.0249], [1.2219, -1.1728, -2.0094], [2.3362, -1.3352, -2.8131], [3.4249, -0.4905, -2.6464], [3.3894, 0.5015, -1.6820], [2.2831, 0.6898, -0.8469], [2.2970, 1.7840, 0.1972], [-1.0129, -4.2028, -0.1200], [-1.1490, -3.0877, 1.2403], [0.1665, -2.9056, 0.0794], [-2.9731, -3.9450, -1.2244], [-4.4803, -2.6655, -2.6774], [-4.1093, -0.2301, -2.9979], [-2.2502, 0.8744, -1.8040], [-2.2446, -0.1099, 1.7943], [-2.4860, -0.8124, 4.1430], [-0.5076, -1.7058, 5.3544], [1.6382, -1.9394, 4.1850], [2.9268, -1.9622, 2.2866], [2.7902, -0.3504, 1.5704], [2.2103, -1.7457, 0.6847], [0.3691, -1.8236, -2.1515], [2.3529, -2.1090, -3.5704], [4.3003, -0.6022, -3.2749], [4.2398, 1.1643, -1.5652], [2.4531, 2.7231, -0.3531], [3.2233, 1.6565, 0.7740], [-1.9844, 5.6225, -1.3279], [-0.5546, 6.2773, -0.6431], [0.1598, 5.2958, -0.0408], [-0.3989, 4.0458, -0.1104], [-1.5204, 4.0688, -0.7573], [-0.3301, 7.3281, -0.7188], [1.1068, 5.4234, 0.4637], [-2.1308, 3.1936, -0.9293]],
  "orbital_gap_ev": 7.18,
  "charge": 0
}

=====

3.
{
  "formula": "C24H24AsF6N2PPd",
  "method": "ωB97M-V/def2-TZVPD",
  "elements": ["Pd", "N", "C", "C", "N", "H", "H", "H", "H", "H", "H", "H", "H", "C", "C", "C", "C", "C", "C", "P", "C", "C", "C", "C", "C", "C", "C", "C", "C", "C", "C", "C", "C", "C", "C", "C", "H", "H", "H", "H", "H", "H", "H", "H", "H", "H", "H", "H", "H", "H", "H", "H", "F", "As", "F", "F", "F", "F", "F"],
  "xyz": [[-0.2951, -1.1607, -0.5376], [0.6826, -1.5736, -2.4315], [1.4920, -2.7996, -2.2506], [2.2802, -2.6839, -0.9613], [1.3266, -2.5009, 0.1461], [-0.0382, -1.7159, -3.1331], [1.2434, -0.7810, -2.7277], [2.1425, -2.9751, -3.1083], [0.7936, -3.6349, -2.1767], [2.9401, -1.8133, -0.9977], [2.9065, -3.5677, -0.8293], [1.7839, -2.2083, 1.0041], [0.8332, -3.3642, 0.3663], [3.4169, 3.5848, -1.7178], [2.4588, 2.9033, -2.4575], [1.5999, 2.0219, -1.8237], [1.6993, 1.8231, -0.4457], [2.6591, 2.5091, 0.2967], [3.5123, 3.3934, -0.3469], [0.4731, 0.7767, 0.3295], [0.9827, 0.2658, 1.9759], [2.3054, -0.1058, 2.2428], [2.6318, -0.6647, 3.4675], [1.6418, -0.8731, 4.4219], [0.3280, -0.5214, 4.1538], [-0.0081, 0.0459, 2.9329], [-1.0630, 1.6935, 0.4523], [-1.3346, 2.7879, 1.2303], [-2.5991, 3.3996, 1.1188], [-3.5267, 2.9340, 0.2229], [-3.2546, 1.8247, -0.6121], [-4.1551, 1.3195, -1.5818], [-3.7927, 0.2738, -2.3741], [-2.5329, -0.3674, -2.2236], [-1.6591, 0.0726, -1.2743], [-2.0058, 1.1913, -0.4676], [4.0897, 4.2722, -2.2126], [2.3787, 3.0636, -3.5241], [0.8332, 1.5069, -2.3944], [2.7319, 2.3761, 1.3673], [4.2508, 3.9365, 0.2270], [3.0819, 0.0486, 1.5021], [3.6569, -0.9378, 3.6793], [1.8976, -1.3152, 5.3754], [-0.4441, -0.6945, 4.8908], [-1.0390, 0.3030, 2.7243], [-0.6013, 3.1825, 1.9234], [-2.8298, 4.2560, 1.7374], [-4.4871, 3.4271, 0.1357], [-5.1292, 1.7792, -1.6895], [-4.4845, -0.1152, -3.1091], [-2.3237, -1.2238, -2.8503], [-2.6467, -1.6654, 0.6891], [-2.5599, -3.3889, 0.3651], [-3.3149, -3.7645, 1.8440], [-4.0139, -3.3314, -0.5193], [-2.2576, -5.0180, -0.0480], [-1.6640, -2.8705, -1.1591], [-0.9936, -3.3360, 1.1627]],
  "multiplicity": 2,
  "orbital_gap_ev": [7.56, 6.22],
  "s_squared": 0.75,
  "de_lowest_ev": 0.394,
  "charge": 1
}

=====

4.
{
  "formula": "C24H24AuN3O3PS",
  "method": "ωB97M-V/def2-TZVPD",
  "elements": ["Au", "O", "C", "C", "C", "C", "C", "C", "C", "P", "C", "C", "C", "C", "C", "C", "C", "C", "C", "C", "C", "C", "H", "H", "H", "H", "H", "H", "H", "H", "H", "H", "H", "H", "H", "H", "N", "C", "C", "O", "O", "H", "H", "H", "H", "S", "C", "N", "C", "C", "N", "H", "H", "H", "H", "H", "H"],
  "xyz": [[-0.9136, -0.9829, -0.0665], [-0.8984, 1.3156, 2.2095], [-0.3961, 1.7046, 1.3064], [0.4065, 2.3759, 0.3837], [0.4300, 3.7808, 0.4954], [1.2161, 4.5145, -0.3533], [1.9730, 3.8701, -1.3276], [1.9192, 2.4870, -1.4625], [1.1537, 1.7096, -0.6118], [1.0313, -0.0947, -0.8178], [2.3596, -0.8273, 0.1843], [2.5188, -2.2121, 0.1041], [3.4620, -2.8447, 0.8955], [4.2341, -2.1049, 1.7897], [4.0807, -0.7321, 1.8693], [3.1450, -0.0888, 1.0631], [1.4887, -0.3970, -2.5386], [2.8169, -0.6077, -2.9207], [3.1272, -0.7818, -4.2617], [2.1191, -0.7428, -5.2176], [0.7994, -0.5361, -4.8376], [0.4806, -0.3641, -3.4991], [-0.1846, 4.2645, 1.2470], [1.2369, 5.5937, -0.2693], [2.5986, 4.4524, -1.9933], [2.4858, 1.9992, -2.2452], [1.8933, -2.7848, -0.5720], [3.6027, -3.9155, 0.8188], [4.9535, -2.6055, 2.4267], [4.6978, -0.1568, 2.5487], [3.0305, 0.9884, 1.1248], [3.5982, -0.6378, -2.1705], [4.1553, -0.9488, -4.5602], [2.3628, -0.8834, -6.2632], [0.0174, -0.5166, -5.5856], [-0.5497, -0.2108, -3.1928], [-0.2972, -1.9612, 2.2798], [-1.2899, -3.0383, 2.4360], [-2.6162, -2.6734, 1.7486], [-3.6697, -2.8068, 2.3576], [-2.5378, -2.2442, 0.5176], [0.6506, -2.2998, 2.3750], [-0.4359, -1.2426, 2.9761], [-1.5039, -3.2811, 3.4732], [-0.9071, -3.9268, 1.9323], [-2.5128, 1.1726, -0.5751], [-3.8298, 0.9835, 0.5004], [-4.4695, -0.1417, 0.7642], [-5.4670, 0.0193, 1.8336], [-5.5336, 1.5493, 2.0023], [-4.3767, 1.9910, 1.2084], [-4.0552, -1.0451, 0.5494], [-5.1252, -0.4893, 2.7316], [-6.4165, -0.4168, 1.5350], [-5.4260, 1.8532, 3.0399], [-6.4582, 1.9684, 1.6079], [-4.1746, 2.9507, 1.0063]],
  "orbital_gap_ev": 5.35,
  "de_lowest_ev": 0.501,
  "charge": 1
}

=====

Number 1: electronic energy -70344.516 eV. Number 2: electronic energy -51567.791 eV. Number 3: electronic energy -118168.120 eV. Number 4: electronic energy -59701.381 eV.